# C4H12O

A cluster of 2 separate species, C4H12O in total (the ωB97M-V functional and the def2-TZVPD basis, OMol25).

Structure (XYZ):
```
17
Properties=species:S:1:pos:R:3:forces:R:3
C -0.6660 1.7350 -0.8160 0.3 -0.3 1.2
C -0.2295 3.0049 -1.5459 0.0 -0.7 1.2
O 0.4605 1.2089 -0.0764 0.2 0.3 -0.7
H -1.3947 1.8852 -0.0162 -0.1 0.5 -0.2
H -1.0981 0.9294 -1.4116 0.2 0.2 -0.6
H 0.6342 2.7023 -2.1380 -0.2 0.4 -0.6
H 1.2485 1.3008 -0.6409 -0.4 -0.2 0.3
H 0.1479 3.6850 -0.7791 0.0 0.0 0.0
H -1.0333 3.5195 -2.0572 0.1 -0.1 -0.5
C 0.0635 -3.2481 1.1575 0.3 1.1 -0.4
C 0.4133 -1.7288 1.2189 -0.2 -1.6 0.3
H 0.4771 -3.6448 0.2302 0.1 -0.4 0.2
H 0.4757 -3.7424 2.0327 0.0 -0.3 -0.1
H -1.0132 -3.3963 1.1001 -0.1 0.0 0.3
H 1.4699 -1.5925 1.0023 0.0 0.2 -0.1
H 0.2416 -1.4084 2.2440 -0.2 0.5 -0.1
H -0.1975 -1.2096 0.4955 0.1 0.5 0.1
```
Forces are in eV/Å.

Multiplicity = 1
SMILES string = CCO.CC
Highest occupied orbital energy = -10.3122 eV
ΔE to the lowest compared entry with this formula, charge and spin = 0.678 eV
Energy = -6389.443 eV
LUMO = 1.0185 eV

***

# C3H11NO3

A cluster of 2 separate species, C3H11NO3 in total (the ωB97M-V functional and the def2-TZVPD basis, OMol25).

Structure (XYZ):
```
18
Properties=species:S:1:pos:R:3:forces:R:3
C 1.1361 -0.0546 -0.1780 -0.8 0.9 -1.8
C 1.5093 0.7939 1.0039 -0.3 0.8 2.5
O 1.3476 -0.0608 2.2216 1.1 1.5 -1.2
N -0.2783 0.0996 -0.6052 -0.6 -0.8 -0.6
C -0.7858 0.4241 -1.9994 0.3 -1.5 2.0
O -2.0568 -0.2451 -2.1476 1.3 2.7 -2.8
H 1.4269 -1.0644 0.0091 -0.3 -0.9 0.7
H 1.6992 0.1295 -1.0615 0.9 0.8 -0.7
H 2.5751 1.2014 0.9505 -1.3 -1.0 0.3
H 0.8530 1.7403 1.2058 0.9 -1.6 -0.9
H 0.4463 -0.4018 2.2304 -0.2 -0.2 -0.1
H -0.7262 0.7249 0.0322 -0.3 0.5 0.2
H -0.1117 0.1282 -2.7733 0.7 -0.7 -0.3
H -0.8476 1.4714 -2.0678 -0.8 1.5 -0.2
H -2.0671 -0.6997 -1.3646 -0.5 -2.2 3.0
H -2.0132 -1.2888 2.0213 0.2 0.0 -0.6
H -0.9664 -1.3349 0.8078 -0.4 0.5 -1.0
O -1.1403 -1.5632 1.7147 0.2 -0.4 1.5
```
Forces are in eV/Å.

Multiplicity = 1
SMILES string = OCCNCO.O
Highest occupied orbital energy = -9.6752 eV
ΔE to the lowest compared entry with this formula, charge and spin = 2.614 eV
Energy = -10920.392 eV
LUMO = 0.6611 eV

***

# C15H15ClFN3O3

The molecule C15H15ClFN3O3 (the ωB97M-V functional and the def2-TZVPD basis, OMol25).

Structure (XYZ):
```
38
Properties=species:S:1:pos:R:3:forces:R:3
O -1.7211 -3.3769 0.9139 -0.1 -0.3 0.1
C -1.0365 -2.5604 0.3490 0.4 0.2 -0.1
N -1.4885 -1.3949 -0.1879 0.3 0.4 -0.3
C -2.7682 -0.8522 -0.1282 -0.3 0.2 0.0
C -3.8751 -1.5058 0.4061 0.1 0.0 0.0
C -5.1131 -0.8905 0.4236 -0.1 0.2 -0.1
C -5.2661 0.3866 -0.0938 0.3 -0.2 0.0
C -4.1817 1.0661 -0.6304 0.1 -0.1 0.0
C -2.9575 0.4356 -0.6351 -0.2 -0.2 0.1
F -1.8819 1.0875 -1.1477 -0.1 -0.1 0.1
H -4.2800 2.0606 -1.0335 0.0 0.1 0.0
Cl -6.8123 1.1486 -0.0743 -0.2 0.1 0.0
H -5.9632 -1.4061 0.8401 -0.1 0.0 0.0
H -3.7500 -2.4966 0.8097 0.0 0.0 0.0
H -0.8108 -0.8093 -0.6590 -0.1 -0.2 0.1
C 0.4670 -2.7801 0.1486 0.0 -0.3 0.1
N 1.2122 -1.5838 -0.1456 -0.1 -0.3 -0.1
C 1.4942 -0.5888 0.7522 0.2 0.1 -0.1
O 1.1657 -0.5673 1.9088 0.0 0.1 0.2
C 2.2777 0.4744 -0.0101 0.1 0.2 0.2
N 2.3681 -0.1233 -1.3218 0.2 0.2 -0.1
C 1.7623 -1.3235 -1.4173 0.0 0.0 0.0
O 1.6684 -2.0535 -2.3672 0.0 -0.3 -0.3
H 2.8673 0.2936 -2.0881 -0.1 -0.1 -0.1
C 1.5465 1.8401 -0.0283 -0.1 0.1 0.2
C 2.5212 2.8510 0.5841 0.0 0.0 -0.1
H 2.3387 2.9373 1.6550 0.0 0.0 0.0
C 3.8981 2.2365 0.3511 -0.1 0.0 0.2
H 4.2108 2.3843 -0.6840 0.1 0.0 -0.1
H 4.6603 2.6553 1.0049 0.1 0.0 -0.1
C 3.6520 0.7562 0.6240 0.0 0.0 0.0
H 3.5774 0.5826 1.6985 0.0 0.0 0.0
H 4.4206 0.1028 0.2134 0.0 -0.1 0.1
H 2.4184 3.8371 0.1356 0.0 0.1 0.1
H 1.3061 2.0975 -1.0603 0.0 0.0 0.0
H 0.6144 1.7928 0.5329 -0.1 0.0 -0.1
H 0.8526 -3.2502 1.0574 -0.1 0.1 -0.1
H 0.6059 -3.4634 -0.6964 0.0 0.1 0.1
```
Forces are in eV/Å.

Multiplicity = 1
SMILES string = O=C(CN1C(=O)NC2(CCCC2)C1=O)Nc1ccc(Cl)cc1F
Highest occupied orbital energy = -8.7122 eV
Energy = -41653.653 eV
LUMO = 0.5557 eV

***

# C16H14BCl3N2OS

A cluster of 2 separate species, C16H14BCl3N2OS in total (the ωB97M-V functional and the def2-TZVPD basis, OMol25).

Structure (XYZ):
```
38
Properties=species:S:1:pos:R:3:forces:R:3
Cl 2.9261 -1.6929 2.9679 -0.5 0.2 0.0
B 1.8355 -0.1887 2.9946 2.4 0.0 0.0
Cl 2.1686 0.8011 4.5217 -0.1 0.1 0.2
Cl 2.1608 0.8427 1.4946 0.1 0.2 -0.1
O 0.4443 -0.6093 2.9957 -3.9 2.5 -0.1
C -0.4476 0.3814 2.9753 2.6 -2.3 -0.1
C -1.8232 0.1180 2.9834 -1.4 -0.7 0.0
C -2.8158 1.1269 3.0012 0.9 -0.2 0.0
C -4.1450 0.7814 3.0252 -0.3 0.1 0.0
C -4.5276 -0.5538 3.0309 0.2 0.1 0.0
C -3.5683 -1.5542 3.0120 -0.2 -0.2 0.0
C -2.2387 -1.2285 2.9876 0.4 0.2 0.0
H -0.0671 1.3908 2.9576 0.2 0.2 0.0
H -2.5239 2.1630 3.0013 0.1 0.2 0.0
H -4.9040 1.5470 3.0419 0.0 0.1 0.0
H -5.5725 -0.8188 3.0502 -0.1 0.0 0.0
H -3.8662 -2.5901 3.0194 0.0 -0.1 0.0
H -1.4787 -1.9912 2.9757 0.1 -0.2 0.0
C 3.0613 -1.0974 -4.6659 0.0 -0.2 0.0
C 2.4905 -0.0047 -4.0461 -0.3 0.3 0.4
C 1.6568 -0.2154 -2.9551 -0.8 0.8 0.9
C 1.3996 -1.5105 -2.4910 -0.1 0.5 0.1
C 1.9766 -2.5926 -3.1267 -0.3 0.0 0.4
C 2.8066 -2.3828 -4.2123 0.1 0.1 -0.2
S 0.3086 -1.4910 -1.0755 -0.1 0.3 0.0
C 0.1784 0.2703 -1.1347 0.2 1.8 -0.7
N -0.4313 1.2184 -0.4957 -0.4 -3.4 0.7
C -0.0735 2.4636 -1.0606 0.2 1.4 -0.3
C 0.8900 2.2023 -2.2412 0.3 -0.5 -0.2
N 0.9690 0.7443 -2.1809 0.7 -0.9 -0.7
H 3.7131 -0.9482 -5.5104 0.1 0.0 -0.1
H 2.6783 0.9978 -4.3883 0.1 0.2 -0.1
H 1.7734 -3.5844 -2.7676 0.0 -0.3 0.0
H 3.2603 -3.2248 -4.7086 0.0 -0.1 0.0
H -0.9843 2.9828 -1.3863 0.2 0.1 0.0
H 0.3988 3.0789 -0.2836 0.0 0.0 -0.2
H 0.4920 2.5250 -3.2060 0.0 0.0 0.0
H 1.8792 2.6436 -2.0998 -0.1 0.0 0.0
```
Forces are in eV/Å.

Multiplicity = 1
Highest occupied orbital energy = -7.5927 eV
ΔE to the lowest compared entry with this formula, charge and spin = 0.338 eV
Energy = -70929.109 eV
LUMO = -2.0890 eV